Computed, not measured: the molecule C2H6F2Si, with ωB97M-V/def2-TZVPD.

The geometry in ORCA input format:
```
! wB97M-V def2-TZVPD RIJCOSX def2/J DEFGRID3
* xyz 0 1
C -0.605 -0.155 -1.524
Si 0.022 -0.608 0.221
C 0.481 0.878 1.327
F 1.371 -1.428 -0.125
F -0.710 -1.731 1.099
H -0.527 -1.193 -1.927
H -1.672 0.183 -1.688
H 0.035 0.467 -2.064
H 0.534 0.611 2.325
H 1.437 1.404 1.165
H -0.366 1.572 1.191
*
```

Results
HOMO: -11.1 eV
SMILES string: C[Si](C)(F)F
frontier orbital gap: 11.872 eV
maximum force: 0.071 Eh/bohr